C27H32N4O4 in the gas phase at a distorted geometry. Source: OMol25; level of theory: ωB97M-V/def2-TZVPD.

The geometry in ORCA input format:
```
! RIJCOSX wB97M-V def2-TZVPD def2/J DEFGRID3
* xyz 0 1
C 1.648 -1.392 5.094
C 1.525 -2.236 3.824
C 1.047 -1.394 2.676
C 1.925 -0.823 1.788
C 1.485 -0.012 0.738
C 2.447 0.596 -0.187
O 3.656 0.467 -0.056
C 1.820 1.384 -1.252
C 2.670 2.064 -2.227
N 2.532 3.328 -2.544
C 3.531 3.598 -3.436
C 3.861 4.780 -4.091
C 4.934 4.755 -4.955
C 5.673 3.589 -5.173
C 5.364 2.406 -4.533
C 4.286 2.421 -3.662
N 3.705 1.455 -2.883
C 4.083 0.071 -2.846
C 0.475 1.578 -1.272
C -0.237 2.419 -2.280
O -0.369 1.025 -0.387
C 0.118 0.228 0.604
C -0.804 -0.334 1.493
C -2.274 -0.007 1.358
N -3.117 -1.146 1.700
C -3.041 -2.199 0.698
C -3.813 -3.421 1.183
N -5.202 -3.058 1.394
C -6.033 -4.202 1.711
C -7.528 -3.875 1.613
O -8.058 -3.230 2.747
C -5.279 -2.008 2.394
C -4.508 -0.785 1.912
C -0.334 -1.145 2.527
O -1.175 -1.717 3.407
H 2.009 -2.002 5.919
H 2.344 -0.571 4.936
H 0.679 -0.980 5.363
H 0.811 -3.041 4.000
H 2.495 -2.669 3.578
H 2.988 -0.988 1.877
H 3.290 5.679 -3.918
H 5.217 5.656 -5.479
H 6.508 3.618 -5.857
H 5.948 1.513 -4.701
H 3.196 -0.551 -2.722
H 4.759 -0.124 -2.011
H 4.574 -0.188 -3.784
H -0.030 2.065 -3.288
H 0.125 3.442 -2.216
H -1.306 2.386 -2.091
H -2.475 0.356 0.339
H -2.516 0.807 2.053
H -1.993 -2.462 0.539
H -3.469 -1.860 -0.260
H -3.763 -4.204 0.423
H -3.345 -3.801 2.109
H -5.813 -4.606 2.718
H -5.809 -4.982 0.979
H -8.082 -4.805 1.420
H -7.692 -3.190 0.779
H -7.932 -3.797 3.516
H -6.324 -1.742 2.547
H -4.854 -2.346 3.358
H -4.558 -0.001 2.672
H -4.969 -0.409 0.985
H -2.095 -1.587 3.067
*
```

Values from the calculation:
HOMO-LUMO gap: 8.53 eV
Calculated total energy: -42669.770 eV
Strongest force on any atom: 1.07 eV/A
HOMO energy: -8.008 eV

***

C27H32N4O4S in the gas phase. Source: OMol25; level of theory: ωB97M-V/def2-TZVPD.

The geometry in ORCA input format:
```
! RIJCOSX wB97M-V def2-TZVPD def2/J DEFGRID3
* xyz 0 1
O 2.845 4.509 -0.884
C 1.934 3.741 -1.112
C 2.010 2.706 -2.235
S 2.456 1.049 -1.632
C 0.891 0.392 -1.159
N -0.132 1.173 -1.190
C -1.343 0.687 -0.781
C -2.467 1.520 -0.771
C -3.676 1.042 -0.338
C -3.843 -0.291 0.098
N -5.071 -0.702 0.582
C -5.232 -2.004 1.199
C -5.614 -3.059 0.154
O -6.799 -2.683 -0.515
C -6.660 -1.422 -1.128
C -6.294 -0.335 -0.104
C -2.719 -1.112 0.098
C -1.484 -0.633 -0.330
C -0.320 -1.509 -0.313
O -0.321 -2.666 0.059
N 0.863 -0.916 -0.775
C 2.056 -1.741 -0.785
C 2.864 -1.601 0.512
C 4.068 -2.496 0.448
C 3.984 -3.820 0.858
C 5.085 -4.654 0.765
C 6.279 -4.173 0.257
C 6.368 -2.855 -0.160
C 5.267 -2.022 -0.067
N 0.759 3.727 -0.465
C 0.469 4.578 0.660
C 0.391 3.778 1.967
C 1.701 3.038 2.315
C 1.314 1.559 2.249
C -0.194 1.619 2.486
O -0.625 2.790 1.831
H 1.063 2.614 -2.763
H 2.816 2.978 -2.915
H -2.364 2.545 -1.091
H -4.514 1.719 -0.305
H -4.329 -2.287 1.736
H -6.052 -1.917 1.921
H -5.823 -4.021 0.624
H -4.796 -3.178 -0.573
H -7.621 -1.205 -1.598
H -5.876 -1.463 -1.902
H -6.189 0.620 -0.615
H -7.094 -0.255 0.640
H -2.751 -2.142 0.415
H 1.722 -2.777 -0.890
H 2.672 -1.466 -1.644
H 3.177 -0.563 0.635
H 2.225 -1.882 1.352
H 3.052 -4.196 1.254
H 5.010 -5.681 1.091
H 7.139 -4.823 0.186
H 7.298 -2.476 -0.558
H 5.337 -0.994 -0.393
H 0.124 2.948 -0.636
H -0.495 5.069 0.493
H 1.258 5.329 0.730
H 0.113 4.470 2.777
H 2.032 3.307 3.318
H 2.494 3.289 1.613
H 1.516 1.158 1.256
H 1.829 0.949 2.987
H -0.410 1.685 3.563
H -0.746 0.778 2.063
*
```

Values from the calculation:
HOMO-LUMO gap: 7.99 eV
Calculated total energy: -53505.607 eV
Strongest force on any atom: 0.92 eV/A
HOMO energy: -7.602 eV

***

A molecular structure, C27H33AlF3O2 at a distorted geometry. Source: OMol25; level of theory: ωB97M-V/def2-TZVPD.

The geometry in ORCA input format:
```
! RIJCOSX wB97M-V def2-TZVPD def2/J DEFGRID3
* xyz -1 1
C 5.775 -2.828 0.373
C 4.987 -1.854 -0.345
C 4.622 -0.494 0.386
O 4.406 -0.454 1.601
O 4.578 0.716 -0.353
C 3.208 1.055 -0.749
C 2.553 2.076 0.282
C 1.830 1.406 1.537
C 1.020 0.072 1.213
C -0.074 0.228 0.057
C -1.260 -0.830 0.397
Al -0.521 -2.775 0.396
H 6.897 -2.661 0.521
H 5.363 -3.803 0.781
H 4.649 -2.024 -1.422
H 2.578 0.143 -0.986
H 3.319 1.625 -1.740
H 1.849 2.814 -0.239
H 3.415 2.716 0.692
H 2.517 1.231 2.435
H 1.052 2.172 1.906
H 0.479 -0.340 2.130
H 1.787 -0.693 0.835
H 0.333 -0.002 -0.993
H -0.540 1.268 -0.014
H -1.633 -0.648 1.465
H -2.081 -0.796 -0.387
H -0.046 -3.211 -1.072
H -1.716 -3.802 0.775
H 0.649 -2.996 1.463
F -4.429 -0.491 1.941
C -4.714 0.784 1.658
C -5.400 1.086 0.493
C -5.701 2.412 0.202
C -5.303 3.422 1.074
C -4.611 3.107 2.239
C -4.319 1.781 2.536
H -5.694 0.287 -0.178
H -6.244 2.659 -0.704
H -5.534 4.457 0.843
H -4.298 3.895 2.914
H -3.788 1.517 3.443
F -2.297 4.975 1.263
C -2.268 5.659 0.111
C -2.804 5.087 -1.032
C -2.778 5.798 -2.226
C -2.208 7.068 -2.267
C -1.668 7.629 -1.114
C -1.703 6.924 0.084
H -3.236 4.095 -0.982
H -3.202 5.364 -3.125
H -2.184 7.620 -3.201
H -1.220 8.616 -1.148
H -1.295 7.349 0.993
F 0.753 -5.133 -1.085
C 1.492 -6.241 -1.157
C 0.907 -7.468 -0.884
C 1.676 -8.624 -0.964
C 3.024 -8.540 -1.306
C 3.601 -7.302 -1.573
C 2.831 -6.146 -1.504
H -0.141 -7.513 -0.612
H 1.227 -9.590 -0.760
H 3.624 -9.442 -1.364
H 4.652 -7.237 -1.835
H 3.261 -5.175 -1.717
*
```

Values from the calculation:
HOMO-LUMO gap: 5.38 eV
Calculated total energy: -47373.201 eV
Strongest force on any atom: 3.36 eV/A
HOMO energy: -4.266 eV

***

A molecular structure, C27H33AsBI2N7NaO2S2 at a distorted geometry. Source: OMol25; level of theory: ωB97M-V/def2-TZVPD.

The geometry in ORCA input format:
```
! RIJCOSX wB97M-V def2-TZVPD def2/J DEFGRID3
* xyz -1 1
Na -0.566 -0.411 0.312
I 0.101 5.753 -3.287
C 0.103 4.619 -1.496
C -0.017 5.369 -0.399
C 0.035 4.961 0.988
I 0.632 6.618 2.183
C -0.187 3.761 1.564
C 0.084 3.545 2.979
C -0.156 2.388 3.586
C -0.690 1.292 2.806
N -0.995 1.373 1.575
C -0.788 2.590 0.834
C -0.562 2.219 -0.664
O -0.585 1.002 -1.007
H -0.079 6.435 -0.562
H 0.510 4.355 3.550
H 0.081 2.252 4.633
H -0.883 0.328 3.283
C -1.384 2.494 -3.441
N -0.025 2.709 -3.039
C 0.999 1.825 -3.498
C 2.003 1.882 -2.636
N 1.704 2.719 -1.555
B 2.747 3.199 -0.555
N 2.776 2.428 0.859
C 3.055 3.120 2.021
C 3.129 2.248 3.046
N 2.886 0.997 2.499
C 2.845 -0.252 3.221
C 2.704 1.109 1.141
S 2.456 -0.216 0.096
C 0.306 3.119 -1.673
S -2.328 3.025 -0.139
H -1.424 2.481 -4.534
H -2.017 3.310 -3.094
H -1.796 1.548 -3.053
H 0.909 1.305 -4.439
H 2.967 1.406 -2.697
H 2.552 4.361 -0.231
H 3.850 3.048 -1.061
H 3.162 4.194 2.013
H 3.292 2.396 4.101
H 2.749 -0.038 4.285
H 3.744 -0.845 3.045
H 1.997 -0.842 2.880
N -3.621 0.022 -0.952
C -2.676 -0.949 -0.983
N -2.198 -1.308 -2.217
O -2.314 -1.548 0.043
H -3.562 0.731 -1.666
H -3.731 0.425 -0.034
H -2.229 -0.605 -2.938
H -1.322 -1.803 -2.174
C -0.553 -4.628 -0.423
As 0.304 -3.041 0.357
C 2.011 -3.895 0.777
C -0.636 -3.116 2.131
C -0.149 -4.167 3.075
C 0.900 -3.911 3.958
C 1.389 -4.899 4.800
C 0.839 -6.175 4.776
C -0.212 -6.444 3.909
C -0.702 -5.449 3.072
H -0.444 -5.504 0.217
H -0.088 -4.836 -1.385
H -1.611 -4.413 -0.580
H 1.923 -4.668 1.539
H 2.724 -3.130 1.085
H 2.375 -4.343 -0.148
H -1.679 -3.264 1.858
H -0.555 -2.124 2.577
H 1.342 -2.920 3.977
H 2.206 -4.673 5.476
H 1.223 -6.950 5.429
H -0.656 -7.432 3.886
H -1.535 -5.661 2.411
*
```

Values from the calculation:
HOMO-LUMO gap: 5.08 eV
Calculated total energy: -146866.511 eV
Strongest force on any atom: 2.16 eV/A
HOMO energy: -3.195 eV

***

A molecular structure, C27H33Cl60F3NO5S2 at a distorted geometry. Source: OMol25; level of theory: ωB97M-V/def2-TZVPD.

The geometry in ORCA input format:
```
! RIJCOSX wB97M-V def2-TZVPD def2/J DEFGRID3
* xyz -1 1
C 3.627 1.485 -0.992
C 2.718 1.373 0.248
C 1.976 0.019 0.341
C 0.471 0.161 0.272
C 0.114 0.529 -1.156
S -1.612 0.930 -1.451
O -2.198 -0.318 -1.795
O -1.673 1.831 -2.551
N -2.368 1.434 -0.120
S -2.203 3.001 0.192
O -3.105 3.856 -0.489
O -2.351 3.167 1.606
C -0.539 3.641 -0.140
O -0.426 4.252 -1.427
C 0.784 4.521 -1.777
F 1.606 4.751 -0.775
F 0.822 5.568 -2.521
F 1.330 3.546 -2.463
H 3.190 0.910 -1.788
H 4.605 1.136 -0.708
H 3.639 2.524 -1.253
H 3.278 1.528 1.148
H 2.020 2.193 0.168
H 2.265 -0.430 1.280
H 2.365 -0.593 -0.460
H 0.052 0.817 1.020
H 0.057 -0.817 0.473
H 0.771 1.279 -1.557
H 0.299 -0.351 -1.742
H 0.196 2.873 0.029
H -0.389 4.406 0.596
C -0.977 -1.826 1.599
Cl 0.755 -2.168 1.700
Cl -1.261 -0.087 1.703
Cl -1.643 -2.472 0.100
H -1.474 -2.308 2.428
C 1.539 -5.624 -1.096
Cl 1.685 -3.958 -1.646
Cl 2.847 -6.025 0.026
Cl -0.029 -5.900 -0.340
H 1.619 -6.275 -1.955
C 1.970 0.235 5.317
Cl 3.429 0.731 4.470
Cl 0.669 0.080 4.140
Cl 2.250 -1.278 6.195
H 1.700 1.008 6.031
C -6.308 0.840 1.060
Cl -7.688 1.139 2.146
Cl -4.899 1.733 1.585
Cl -5.962 -0.888 0.969
H -6.579 1.183 0.071
C 0.233 4.371 6.203
Cl -0.480 4.489 4.599
Cl 0.458 2.670 6.650
Cl 1.773 5.237 6.278
H -0.441 4.821 6.908
C 6.164 -7.808 -0.812
Cl 6.219 -8.854 -2.235
Cl 6.666 -8.697 0.627
Cl 7.165 -6.379 -1.050
H 5.141 -7.485 -0.673
C -2.785 3.098 9.014
Cl -3.515 3.245 7.423
Cl -2.446 1.407 9.386
Cl -1.307 4.062 9.111
H -3.480 3.472 9.751
C 6.662 -7.722 -5.774
Cl 5.448 -8.390 -6.874
Cl 8.286 -8.164 -6.302
Cl 6.496 -5.973 -5.655
H 6.498 -8.144 -4.792
C -6.610 5.464 5.585
Cl -7.996 5.665 6.664
Cl -5.217 6.361 6.193
Cl -6.217 3.765 5.354
H -6.876 5.873 4.620
C 2.161 -9.908 -5.886
Cl 1.131 -8.566 -5.386
Cl 2.962 -10.630 -4.491
Cl 1.234 -11.109 -6.782
H 2.926 -9.519 -6.544
C 4.006 5.105 -3.822
Cl 3.858 3.684 -4.855
Cl 4.743 4.677 -2.279
Cl 4.936 6.371 -4.631
H 3.013 5.486 -3.628
C -10.397 1.145 -0.272
Cl -9.533 1.450 -1.778
Cl -11.830 2.172 -0.150
Cl -10.835 -0.558 -0.135
H -9.735 1.389 0.546
C 5.570 -3.934 2.199
Cl 3.971 -3.249 1.939
Cl 6.033 -3.817 3.897
Cl 5.638 -5.614 1.649
H 6.277 -3.362 1.614
C 4.677 -8.974 -10.805
Cl 4.502 -10.149 -12.108
Cl 4.455 -7.334 -11.411
Cl 3.536 -9.316 -9.503
H 5.678 -9.055 -10.406
C -5.802 6.753 1.502
Cl -7.229 7.020 2.528
Cl -4.414 7.670 2.102
Cl -5.416 5.047 1.421
H -6.041 7.106 0.508
C -2.197 -9.515 -8.616
Cl -2.921 -10.744 -9.655
Cl -2.518 -9.866 -6.917
Cl -0.463 -9.393 -8.909
H -2.649 -8.563 -8.855
C -10.588 8.635 5.206
Cl -11.920 7.765 4.447
Cl -9.040 7.927 4.750
Cl -10.646 10.352 4.783
H -10.696 8.551 6.278
C 6.766 1.032 2.032
Cl 7.578 1.465 0.526
Cl 5.291 1.975 2.245
Cl 6.404 -0.696 2.073
H 7.434 1.256 2.850
C 10.120 -3.644 -0.647
Cl 8.680 -3.782 0.368
Cl 11.416 -2.823 0.221
Cl 10.647 -5.232 -1.200
H 9.864 -3.051 -1.513
C -8.349 10.635 1.774
Cl -6.687 10.086 1.947
Cl -8.439 12.400 1.777
Cl -9.075 9.976 0.306
H -8.913 10.269 2.620
*
```

Values from the calculation:
HOMO-LUMO gap: 7.55 eV
Calculated total energy: -821425.955 eV
Strongest force on any atom: 8.85 eV/A
HOMO energy: -6.280 eV

***

A molecular structure, C27H33F6GeMoNO11PS4. Source: OMol25; level of theory: ωB97M-V/def2-TZVPD.

The geometry in ORCA input format:
```
! RIJCOSX wB97M-V def2-TZVPD def2/J DEFGRID3
* xyz 0 4
Mo -0.647 0.871 -0.519
F -3.643 2.335 -2.151
C -4.155 1.233 -2.672
F -5.115 0.770 -1.880
F -4.654 1.491 -3.872
S -2.856 -0.068 -2.800
O -3.491 -1.244 -3.284
O -2.320 -0.162 -1.432
N -1.866 0.624 -3.799
S -0.311 0.533 -3.786
O 0.292 1.579 -4.533
O 0.249 0.243 -2.454
C 0.062 -1.026 -4.694
F -0.624 -2.032 -4.149
F -0.288 -0.902 -5.964
F 1.361 -1.288 -4.612
O -0.111 -0.767 0.850
S -0.609 -0.151 2.287
O 0.531 0.453 2.901
O -1.263 -1.227 2.970
S -1.884 1.237 1.555
C 0.926 -2.703 -1.089
Ge -0.030 -2.677 0.592
C -1.864 -3.248 0.454
C -2.619 -3.579 1.580
C -3.932 -3.995 1.439
C -4.504 -4.082 0.175
C -3.761 -3.761 -0.951
C -2.443 -3.351 -0.809
C 1.062 -3.332 2.053
C 1.909 -2.470 2.697
C 2.729 -2.908 3.759
C 2.695 -4.210 4.156
C 1.859 -5.145 3.499
C 1.836 -6.507 3.888
C 1.048 -7.410 3.237
C 0.243 -6.989 2.157
C 0.240 -5.681 1.767
C 1.037 -4.712 2.429
H 1.185 -3.740 -1.313
H 1.845 -2.126 -0.999
H 0.335 -2.308 -1.909
H -2.183 -3.500 2.567
H -4.515 -4.247 2.315
H -5.534 -4.400 0.069
H -4.202 -3.815 -1.937
H -1.876 -3.107 -1.699
H 1.949 -1.423 2.424
H 3.373 -2.196 4.259
H 3.313 -4.554 4.978
H 2.464 -6.819 4.714
H 1.040 -8.448 3.542
H -0.377 -7.708 1.637
H -0.396 -5.385 0.941
C 3.276 5.231 -1.978
C 2.199 4.204 -2.277
C 1.431 4.547 -3.540
C 2.776 2.801 -2.316
O 1.251 4.355 -1.157
P 0.266 3.357 -0.485
O 0.947 2.094 0.072
O -0.834 2.775 -1.392
O -0.433 4.228 0.597
C 0.171 4.896 1.765
C 0.607 6.279 1.312
C -0.963 4.968 2.771
C 1.333 4.082 2.310
H 4.011 5.238 -2.783
H 3.786 4.991 -1.044
H 2.840 6.226 -1.896
H 2.097 4.486 -4.403
H 1.035 5.560 -3.475
H 0.610 3.850 -3.695
H 3.519 2.756 -3.114
H 2.010 2.058 -2.529
H 3.257 2.549 -1.372
H -0.237 6.818 0.881
H 1.398 6.211 0.566
H 0.980 6.842 2.168
H -1.813 5.502 2.345
H -0.629 5.496 3.665
H -1.281 3.964 3.051
H 2.152 4.025 1.592
H 1.019 3.070 2.566
H 1.707 4.574 3.209
*
```

Values from the calculation:
HOMO-LUMO gap (alpha / beta): 8.80 / 8.29 eV
Calculated total energy: -179859.740 eV
Strongest force on any atom: 0.18 eV/A
HOMO energy (alpha / beta): -8.470 / -8.520 eV